73
Properties=species:S:1:pos:R:3 method="wB97M-V/def2-TZVPD" lumo_ev="1.9 / 1.9" homo_lumo_gap_ev="6.365 / 6.811" e_above_lowest_kj_mol=294.8 largest_force_ha_per_bohr=0.0763 spin_multiplicity=2 total_charge=-1 e_tot_ev=-219101.910
Re 0.24934 -1.76495 2.95468
Se 0.24934 0.73275 2.99278
Se 2.48234 0.52745 -2.90952
S 2.69504 -1.76495 3.02528
P 0.65384 -0.46225 -2.82582
P 0.08274 1.00155 0.91008
F 2.86684 -1.76495 8.89648
F 5.13524 -1.76495 4.77618
F 0.46624 -1.76495 7.62238
F 0.31994 -1.76495 4.94688
F 5.17914 -1.76495 7.46598
O 0.24934 -3.47335 2.95468
N 0.48694 -2.56255 -1.04732
N -1.74196 -1.76495 2.95468
N 0.24934 -1.80305 0.96778
N 0.37224 -2.88505 0.22468
C -3.78416 2.46495 1.52748
C 1.40374 2.23715 0.46068
C -3.31476 2.64385 -0.83092
C -1.62376 1.72425 0.66138
C -4.18476 2.82785 0.24238
C 2.41334 3.71265 -1.19222
C 2.73004 -1.76495 4.75358
C 0.90324 -1.87775 -3.99852
C -3.09976 0.79995 -3.96792
C 3.99994 -1.76495 6.82398
C -2.03436 0.04385 -3.47052
C 3.96124 -1.76495 5.43228
C -2.89906 -1.76475 2.95508
C 0.27184 -0.71955 0.16218
C 2.36164 2.67445 1.39778
C 0.08024 -2.04995 -5.12492
C 2.82284 -1.76495 7.55488
C 0.43944 -1.22055 -1.14612
C 3.33354 3.61335 1.03678
C 1.44314 2.77295 -0.83222
C 1.59984 -1.76495 6.90248
C -2.51426 1.91855 1.73928
C 1.54264 -1.76495 5.51038
C -2.04656 2.09525 -0.61872
C 2.14394 -3.87155 -4.63312
C 1.93924 -2.79645 -3.76322
C 3.36014 4.13205 -0.25802
C -0.51156 1.86205 -3.97312
C 1.31804 -4.03705 -5.74712
C 0.28814 -3.12625 -5.99312
C -2.87256 2.08515 -4.46732
C -0.73406 0.57035 -3.46802
C -1.57976 2.61565 -4.46922
B -4.44276 -1.76415 2.95618
H -4.45776 2.60765 2.36258
H 0.72434 2.46915 -1.56822
H -4.84036 -1.27915 1.94358
H -0.34996 -3.25365 -6.85812
H 4.06654 3.93935 1.76348
H 2.37804 2.29965 2.40838
H -4.83846 -1.12905 3.88288
H 1.47684 -4.86955 -6.42042
H -3.62336 2.92855 -1.82742
H -1.39596 1.96795 -1.45192
H -4.10116 0.38955 -3.96662
H 0.48114 2.28875 -3.99082
H -2.21986 -0.95175 -3.08772
H -3.69796 2.66985 -4.85222
H -1.40466 3.61065 -4.85752
H 2.94314 -4.57615 -4.44342
H -2.25226 1.65465 2.75018
H 2.58794 -2.68065 -2.90452
H -0.72076 -1.36075 -5.34342
H 2.42954 4.11485 -2.19702
H 4.11214 4.85905 -0.53622
H -5.16686 3.25215 0.07878
H -4.84016 -2.88365 3.04328

***

69
Properties=species:S:1:pos:R:3 method="wB97M-V/def2-TZVPD" lumo_ev="2.2 / 2.2" homo_lumo_gap_ev="6.605 / 7.293" e_above_lowest_kj_mol=70.5 largest_force_ha_per_bohr=0.0067 spin_multiplicity=2 total_charge=-1 e_tot_ev=-173595.381
Br -1.62611 -0.27612 3.15394
Co -0.99027 -0.16718 -0.40626
P 0.50531 -1.39153 0.98371
F -0.26403 0.48521 5.74607
F 2.28244 0.11393 6.50629
F 4.03471 -1.11348 4.83652
F 3.28126 -1.91927 2.43877
O -2.80896 -0.57375 0.49712
O -2.43197 0.33248 -4.24015
O -5.01310 -0.66224 0.11263
O 0.44774 1.60796 1.17169
N 0.46512 -0.06370 -2.12557
N -2.17858 0.00330 -1.96865
C -0.75627 3.50817 -0.93268
C -3.59186 -0.12621 -1.72736
C -2.92876 4.62278 -1.04030
C -3.85195 -0.49858 -0.25826
C -0.86384 -5.75807 1.49551
C 0.47206 -5.44684 1.72911
C -1.75186 -4.76477 1.11558
C -1.31009 -3.45576 0.95701
C -0.25213 0.50058 -3.28080
C 2.36961 -1.25353 3.16600
C -1.33866 2.53329 -0.07253
C 2.45082 -2.49515 -0.75291
C 0.30294 5.42203 -2.69505
C 1.11668 4.38466 -2.19404
C 0.58784 -0.06272 4.87457
C 3.57422 -2.39745 -1.56721
C 4.33339 -1.23846 -1.57504
C -2.65981 2.62247 0.27446
C 1.08247 -1.00925 2.69870
C 0.91523 -4.14437 1.57756
C 1.89360 -0.25465 5.28363
C -1.00774 5.50412 -2.32009
C -0.49057 1.38293 0.42139
C -1.76014 0.24825 -3.20519
C 0.02849 -3.14206 1.17905
C 0.60192 3.45624 -1.33322
C -1.57224 4.55511 -1.43259
C -3.45412 3.68165 -0.20184
C 3.96400 -0.16925 -0.76560
C 0.18004 -0.44379 3.61142
C 2.84183 -0.25924 0.04097
C 2.07952 -1.43065 0.05947
C 2.78388 -0.86862 4.42936
H 0.68488 -1.03819 -2.29691
H 2.15600 4.32747 -2.49444
H -4.49560 3.73085 0.09034
H -2.00948 -2.66802 0.69026
H 1.16534 -6.22158 2.03416
H -3.09761 1.85681 0.90273
H -1.64180 6.29678 -2.70146
H 0.11567 0.12231 -4.23671
H 1.95710 -3.90292 1.76140
H 1.23278 2.67127 -0.93463
H 1.86529 -3.40698 -0.75559
H 5.20744 -1.16402 -2.21008
H -1.20909 -6.77780 1.61682
H 0.72218 6.15095 -3.37802
H 3.85278 -3.23427 -2.19626
H 4.55100 0.74147 -0.76626
H -4.06205 -0.87483 -2.37190
H 1.35526 0.40177 -1.98932
H -0.11403 1.58363 -3.27568
H -3.54313 5.42840 -1.42654
H -2.79537 -4.99785 0.94575
H 2.53454 0.58279 0.65197
H -4.12420 0.81342 -1.92478